No. 1
{
  "formula": "C40H51N2O5P",
  "method": "ωB97M-V/def2-TZVPD",
  "energy_ev": -64811.679,
  "mol_weight_g_mol": 670.831,
  "e_above_lowest_kj_mol": 240.7,
  "smiles": "CC(C)c1cccc(C(C)C)c1N1C=CN(c2c(C(C)C)cccc2C(C)C)P1.COc1ccc(C=C2C(=O)OC(C)(C)OC2=O)cc1",
  "symbols": ["C", "C", "C", "C", "C", "C", "C", "C", "C", "C", "C", "C", "N", "P", "H", "N", "C", "C", "C", "C", "C", "C", "C", "C", "C", "C", "C", "C", "C", "C", "H", "H", "H", "H", "H", "H", "H", "H", "H", "H", "H", "H", "H", "H", "H", "H", "H", "H", "H", "H", "H", "H", "H", "H", "H", "H", "H", "H", "H", "H", "H", "H", "H", "H", "H", "H", "C", "O", "C", "C", "C", "C", "C", "C", "C", "O", "O", "C", "C", "C", "O", "C", "O", "C", "C", "H", "H", "H", "H", "H", "H", "H", "H", "H", "H", "H", "H", "H", "H"],
  "coordinates": [[-4.389, 0.735, 0.586], [-2.888, 0.710, 0.839], [-2.563, -0.437, 1.760], [-2.307, 1.999, 1.409], [-2.886, 2.593, 2.540], [-2.593, 3.923, 2.849], [-1.711, 4.633, 2.031], [-1.042, 3.996, 0.971], [-0.289, 4.832, -0.073], [0.765, 5.755, 0.529], [-1.286, 5.595, -0.942], [-1.237, 2.623, 0.748], [-0.618, 1.950, -0.401], [0.849, 1.035, -0.574], [0.358, -0.365, -0.188], [0.618, 1.059, -2.331], [1.645, 1.242, -3.355], [1.875, 0.203, -4.269], [1.074, -1.101, -4.218], [1.965, -2.349, -4.238], [0.102, -1.157, -5.401], [2.736, 0.412, -5.348], [3.244, 1.682, -5.609], [2.867, 2.752, -4.797], [2.066, 2.544, -3.671], [1.543, 3.786, -2.936], [0.602, 4.590, -3.833], [2.678, 4.682, -2.427], [-0.596, 1.640, -2.659], [-1.268, 2.153, -1.613], [-4.666, 1.545, -0.088], [-4.680, -0.206, 0.110], [-4.953, 0.840, 1.519], [-2.379, 0.518, -0.110], [-1.500, -0.447, 2.032], [-3.142, -0.403, 2.693], [-2.794, -1.381, 1.254], [-3.601, 2.031, 3.158], [-3.052, 4.405, 3.715], [-1.578, 5.710, 2.188], [0.235, 4.109, -0.710], [1.493, 5.178, 1.110], [1.305, 6.259, -0.277], [0.313, 6.514, 1.179], [-1.992, 4.917, -1.436], [-1.872, 6.300, -0.340], [-0.772, 6.158, -1.725], [0.504, -1.096, -3.280], [2.634, -2.364, -3.372], [1.334, -3.245, -4.195], [2.576, -2.400, -5.149], [-0.499, -0.245, -5.455], [0.639, -1.265, -6.354], [-0.581, -2.005, -5.289], [2.959, -0.419, -6.026], [3.895, 1.854, -6.471], [3.163, 3.768, -5.067], [0.984, 3.454, -2.053], [-0.251, 3.987, -4.164], [0.208, 5.461, -3.298], [1.137, 4.943, -4.723], [3.381, 4.113, -1.802], [3.232, 5.122, -3.270], [2.269, 5.500, -1.817], [-0.840, 1.782, -3.699], [-2.164, 2.763, -1.642], [-4.185, -6.420, 3.890], [-4.182, -5.014, 3.564], [-3.071, -4.439, 3.048], [-2.919, -3.069, 3.299], [-1.644, -2.570, 3.243], [-0.724, -3.080, 2.295], [0.531, -2.409, 1.886], [1.592, -2.788, 2.649], [3.038, -2.641, 2.387], [3.547, -1.842, 1.641], [3.851, -3.463, 3.148], [3.250, -4.597, 3.790], [2.866, -5.693, 2.818], [4.249, -5.106, 4.828], [2.111, -4.154, 4.584], [1.362, -3.130, 4.090], [0.596, -2.566, 4.847], [-0.912, -4.440, 1.959], [-2.011, -5.152, 2.415], [-5.185, -6.555, 4.305], [-4.045, -7.054, 3.001], [-3.413, -6.663, 4.640], [-3.770, -2.485, 3.622], [-1.375, -1.700, 3.826], [0.624, -1.693, 1.077], [2.135, -5.371, 2.067], [3.779, -6.043, 2.331], [2.456, -6.529, 3.392], [4.443, -4.289, 5.530], [3.804, -5.948, 5.355], [5.159, -5.411, 4.320], [-0.157, -4.910, 1.323], [-2.054, -6.242, 2.304]]
}

=====

No. 2
{
  "formula": "C40H52BaF5N4O3Si2Te",
  "method": "ωB97M-V/def2-TZVPD",
  "energy_ev": -91765.573,
  "charge": -1,
  "mol_weight_g_mol": 1052.971,
  "e_above_lowest_kj_mol": 226.6,
  "symbols": ["Ba", "O", "C", "C", "C", "C", "N", "C", "C", "C", "C", "C", "C", "O", "C", "C", "N", "H", "H", "H", "H", "H", "H", "H", "H", "H", "H", "H", "H", "C", "C", "C", "C", "C", "C", "C", "N", "C", "C", "C", "C", "C", "C", "C", "N", "C", "C", "C", "C", "H", "H", "H", "H", "H", "H", "H", "H", "H", "H", "H", "H", "H", "H", "H", "H", "H", "H", "H", "H", "H", "H", "H", "H", "C", "Si", "C", "C", "C", "C", "C", "C", "C", "Si", "C", "C", "H", "H", "H", "H", "H", "H", "H", "H", "H", "H", "H", "H", "H", "H", "H", "H", "F", "Te", "F", "F", "F", "F", "O"],
  "coordinates": [[0.172, -0.293, 1.565], [6.285, -4.824, -0.528], [5.176, -5.303, 0.215], [4.082, -4.273, 0.226], [2.812, -4.617, 0.664], [1.835, -3.638, 0.712], [2.052, -2.376, 0.349], [3.270, -2.042, -0.082], [4.312, -2.960, -0.156], [3.464, -0.611, -0.458], [4.523, -0.181, -1.246], [4.643, 1.172, -1.544], [5.801, 1.669, -2.370], [7.048, 1.477, -1.715], [3.703, 2.047, -1.026], [2.668, 1.532, -0.256], [2.546, 0.240, 0.007], [7.023, -5.426, -0.398], [5.463, -5.513, 1.252], [4.786, -6.231, -0.217], [2.576, -5.627, 0.978], [0.835, -3.856, 1.068], [5.300, -2.666, -0.477], [5.250, -0.882, -1.635], [5.649, 2.724, -2.623], [5.872, 1.107, -3.302], [6.973, 1.817, -0.816], [3.763, 3.111, -1.217], [1.919, 2.186, 0.184], [-3.525, 5.897, -0.834], [-3.740, 4.724, -1.800], [-3.224, 5.131, -3.181], [-5.240, 4.421, -1.913], [-3.026, 3.493, -1.255], [-3.354, 2.989, -0.002], [-2.709, 1.862, 0.473], [-1.782, 1.204, -0.218], [-1.436, 1.689, -1.407], [-2.036, 2.819, -1.957], [-0.366, 0.941, -2.142], [0.327, 1.512, -3.203], [1.319, 0.799, -3.870], [1.536, -0.505, -3.449], [0.811, -0.994, -2.372], [-0.093, -0.292, -1.705], [2.105, 1.453, -5.002], [2.722, 2.767, -4.504], [1.149, 1.745, -6.166], [3.235, 0.554, -5.502], [-4.025, 6.790, -1.215], [-2.462, 6.116, -0.719], [-3.926, 5.681, 0.156], [-3.762, 6.018, -3.521], [-3.380, 4.342, -3.919], [-2.160, 5.377, -3.154], [-5.774, 5.298, -2.286], [-5.665, 4.153, -0.945], [-5.418, 3.591, -2.600], [-4.097, 3.465, 0.624], [-2.939, 1.474, 1.454], [-1.747, 3.154, -2.941], [0.118, 2.533, -3.490], [2.279, -1.139, -3.911], [1.000, -1.995, -1.999], [1.960, 3.481, -4.187], [3.304, 3.232, -5.302], [3.383, 2.583, -3.654], [0.344, 2.414, -5.860], [0.699, 0.822, -6.537], [1.691, 2.219, -6.988], [3.929, 0.301, -4.697], [3.796, 1.074, -6.281], [2.855, -0.375, -5.931], [-4.341, 0.426, 4.357], [-3.769, -1.038, 3.345], [-4.953, -1.431, 1.947], [-3.494, -2.545, 4.409], [-4.540, -2.730, 5.327], [-4.613, -3.851, 6.134], [-3.612, -4.809, 6.038], [-2.571, -4.626, 5.143], [-2.473, -3.510, 4.301], [-0.944, -3.425, 3.083], [0.475, -3.674, 4.368], [-1.074, -5.251, 2.396], [-5.349, 0.750, 4.093], [-3.660, 1.267, 4.197], [-4.321, 0.204, 5.425], [-5.992, -1.289, 2.251], [-4.832, -2.464, 1.616], [-4.757, -0.776, 1.094], [-5.321, -1.978, 5.417], [-5.432, -3.973, 6.833], [-3.643, -5.694, 6.664], [-1.797, -5.386, 5.094], [0.319, -4.540, 5.023], [0.597, -2.789, 4.998], [1.428, -3.823, 3.847], [-0.742, -6.000, 3.125], [-0.494, -5.413, 1.482], [-2.114, -5.479, 2.144], [1.145, 3.427, 3.725], [0.116, 1.908, 4.186], [-0.647, 2.177, 2.183], [-2.430, -0.507, 2.581], [-1.137, 3.460, 4.770], [1.123, 1.980, 5.851], [1.372, 0.817, 3.311]]
}

=====

Number 1: E_HOMO -7.020 eV. Number 2: E_HOMO -3.519 eV.